The following is a DFT calculation (ωB97M-V/def2-TZVPD) of 3 unconnected molecules or ions with the total composition C4H14NO2S at a distorted geometry.

Its frontier orbital gap is 6.58 eV. For the relative energy (zero: lowest compared OMol25 entry of this formula, charge and spin), the calculation gives 107.1 kJ/mol. The HOMO energy is -2.91 eV. The charge is -1. The calculation puts the total energy at -20795.825 eV.

```
22
Properties=species:S:1:pos:R:3:forces:R:3:nbo_charge:R:1
C 0.814714 -1.133243 -2.076817 0.2 0.3 -0.8 -0.418
N -0.009097 -0.172373 -1.344397 -0.1 -1.0 1.1 -0.671
C -0.329405 -0.510769 0.169592 0.8 1.0 -3.5 -0.084
C 0.869125 -0.417420 1.055614 1.1 -0.2 2.4 -0.569
S 0.696579 0.916396 2.281632 -0.1 0.5 1.1 -0.727
C -1.049424 -1.812143 0.188713 -2.0 0.4 -0.6 -0.624
H 1.008762 -0.780169 -3.122811 -0.5 -0.2 0.7 0.184
H 1.835977 -1.332753 -1.715719 -0.1 0.1 0.5 0.153
H 0.324685 -2.135742 -2.159878 0.1 0.8 0.1 0.179
H 0.244281 0.816675 -1.420899 0.3 -0.7 0.0 0.371
H -1.039237 0.314708 0.283823 0.2 -0.4 0.9 0.235
H 1.078064 -1.252308 1.776199 -0.8 -0.1 -1.1 0.205
H 1.855515 -0.328063 0.605448 -0.2 0.2 -0.9 0.191
H -1.688284 -1.778392 -0.724325 0.2 -0.4 0.6 0.210
H -1.738806 -1.803667 1.049397 0.4 -0.4 -0.1 0.216
H -0.436984 -2.692425 0.158347 0.4 -0.4 0.2 0.194
H 1.578499 2.148665 -0.112187 -0.1 -0.1 0.8 0.470
H 0.810091 2.869305 1.067690 0.5 -1.1 -0.4 0.503
O 1.027195 2.901423 0.114374 -0.3 1.4 -1.0 -1.011
H -1.867522 1.537939 1.905284 1.1 -0.2 0.4 0.498
H -1.668404 2.580851 0.769284 0.5 -0.3 0.2 0.480
O -2.316323 2.063505 1.251636 -1.5 0.6 -0.6 -0.986
```
Forces are in eV/Å.



The following is a DFT calculation (ωB97M-V/def2-TZVPD) of 5 unconnected molecules or ions with the total composition C31H28N6O7 at a distorted geometry.

As for the SMILES: O=C1c2ccccc2C(=O)c2ccccc21.O=C1c2ccccc2C(=O)c2ccccc21.NC(N)=O.NC(N)=O.NC(N)=O. Its frontier orbital gap is 8.47 eV. The HOMO energy is -9.56 eV. The charge is 0. The calculation puts the total energy at -55878.441 eV.

```
72
Properties=species:S:1:pos:R:3:forces:R:3:lowdin_charge:R:1
O 3.258345 -26.948543 -11.727772 0.0 0.2 0.0 0.108
C 3.431648 -27.532431 -10.680213 0.2 -0.3 -0.3 -0.280
C 2.519296 -27.331757 -9.523349 -0.8 -0.8 -0.6 -0.081
C 1.355763 -26.589119 -9.710148 0.2 0.7 0.5 -0.001
C 0.508251 -26.362102 -8.635129 0.4 -0.5 -0.6 -0.055
C 0.715044 -27.046551 -7.434243 -0.7 0.9 -0.3 -0.059
C 1.751799 -27.944268 -7.307022 0.2 0.4 0.0 -0.001
C 2.646749 -28.094721 -8.368526 0.3 0.0 0.7 -0.083
C 3.714027 -29.126949 -8.235124 -0.1 -0.2 0.0 -0.280
O 3.771697 -29.851287 -7.262520 0.1 0.1 0.1 0.100
C 4.642543 -29.305518 -9.372880 0.6 0.5 -0.4 -0.078
C 5.701000 -30.187509 -9.288893 0.7 -1.0 0.1 -0.022
C 6.656215 -30.298622 -10.295689 -0.5 0.7 0.1 -0.053
C 6.466021 -29.602257 -11.477403 0.5 0.2 0.3 -0.047
C 5.357706 -28.776159 -11.626159 0.7 0.4 0.0 0.005
C 4.539299 -28.528199 -10.541321 -1.0 -0.4 0.2 -0.086
H 1.137520 -26.122714 -10.661123 0.3 0.0 0.0 0.120
H -0.295507 -25.660062 -8.812625 -0.2 -0.2 0.4 0.107
H 0.003103 -26.815909 -6.649453 0.3 -0.3 0.3 0.108
H 1.932482 -28.446328 -6.368076 0.0 -0.3 -0.1 0.120
H 5.857756 -30.867805 -8.458716 -0.4 0.5 0.4 0.084
H 7.584183 -30.810260 -10.078434 -0.1 -0.3 -0.3 0.112
H 7.281671 -29.573321 -12.187164 -0.4 -0.2 -0.4 0.085
H 5.220275 -28.198438 -12.529772 0.0 0.0 0.0 0.122
O 7.811292 -38.043450 -7.887710 0.0 -0.2 0.0 0.114
C 7.215136 -37.251148 -8.579135 -0.2 0.4 -0.1 -0.280
C 6.750659 -37.567269 -9.955661 0.1 0.4 0.1 -0.085
C 6.933478 -38.837370 -10.457223 0.1 -0.9 -0.2 -0.009
C 6.532245 -39.149790 -11.740763 0.4 0.5 -0.7 -0.058
C 6.020953 -38.156350 -12.570070 -0.2 -0.5 0.5 -0.049
C 5.845017 -36.877349 -12.067590 -0.5 0.0 -0.8 -0.004
C 6.185913 -36.573075 -10.767862 0.2 -0.1 0.4 -0.079
C 5.934313 -35.188586 -10.266387 -0.1 0.1 -0.3 -0.276
O 5.440898 -34.348502 -10.986898 0.0 0.0 0.1 0.116
C 6.300079 -34.891067 -8.860458 -0.3 -0.7 0.4 -0.080
C 5.937622 -33.686809 -8.274729 -0.7 0.5 -0.5 -0.012
C 6.226041 -33.399883 -6.959783 0.7 -0.5 0.4 -0.061
C 6.883663 -34.369453 -6.190682 -0.2 0.6 -0.3 -0.055
C 7.215867 -35.583182 -6.754686 0.0 -0.2 0.5 -0.008
C 6.888433 -35.879195 -8.073481 0.5 0.2 0.3 -0.074
H 7.397608 -39.624607 -9.877481 0.0 0.3 0.3 0.123
H 6.744413 -40.110675 -12.191646 -0.2 -0.2 0.3 0.108
H 5.701361 -38.458976 -13.558216 0.1 0.4 -0.1 0.109
H 5.398418 -36.112271 -12.690467 0.1 0.1 0.1 0.124
H 5.324548 -33.016143 -8.867604 0.3 0.1 -0.1 0.113
H 6.030682 -32.437123 -6.504019 -0.4 0.0 -0.1 0.101
H 7.109749 -34.140929 -5.157205 0.1 -0.2 0.0 0.106
H 7.726760 -36.324933 -6.154349 -0.1 -0.1 -0.1 0.120
N 8.741256 -30.129916 -6.883895 0.8 0.0 0.4 0.174
C 9.331992 -29.125519 -7.595930 -0.5 0.5 -0.3 -0.639
N 10.614747 -28.841416 -7.228252 0.4 -0.1 0.3 0.158
O 8.756499 -28.484080 -8.471007 0.1 -0.4 0.0 0.004
H 7.854895 -30.543629 -7.098809 -0.1 0.4 -0.3 0.083
H 9.226557 -30.451467 -6.065601 -0.2 -0.3 0.0 0.097
H 11.137989 -29.382736 -6.563740 -0.2 -0.2 0.0 0.097
H 11.147877 -28.137755 -7.704524 -0.4 0.1 -0.2 0.108
N 8.281362 -28.475899 -14.410768 -0.1 0.6 -0.3 0.148
C 7.352332 -28.821331 -15.367634 0.2 -0.4 0.9 -0.688
N 6.651029 -27.769978 -15.880485 0.0 0.6 -0.2 0.150
O 7.157362 -29.982757 -15.666798 -0.2 -0.1 -0.2 0.023
H 8.775627 -29.194689 -13.921765 0.1 -0.1 -0.2 0.087
H 8.431382 -27.518708 -14.136405 0.0 -0.1 0.2 0.078
H 6.872036 -26.818281 -15.647419 0.0 -0.1 0.1 0.093
H 5.784225 -27.918244 -16.359814 0.1 -0.3 -0.1 0.100
N 7.405822 -26.254806 -10.588167 0.1 -0.2 0.2 0.180
C 8.512866 -26.333968 -11.368916 0.7 0.1 -0.8 -0.676
N 9.238535 -27.502193 -11.232986 -0.9 0.4 0.1 0.150
O 8.850726 -25.473986 -12.182678 -0.4 -0.3 0.3 -0.008
H 6.767259 -25.493097 -10.712131 0.1 0.1 0.0 0.109
H 7.228310 -26.969100 -9.902192 -0.1 0.1 0.0 0.081
H 10.155425 -27.462085 -11.638015 0.1 -0.1 0.2 0.100
H 9.028868 -28.052669 -10.411055 0.6 -0.1 0.0 0.043
```
Forces are in eV/Å.



The following is a DFT calculation (ωB97M-V/def2-TZVPD) of 4 unconnected molecules or ions with the total composition C3H15NO3 at a distorted geometry.

As for the SMILES: CCCN.O.O.O. Its frontier orbital gap is 10.31 eV. For the relative energy (zero: lowest compared OMol25 entry of this formula, charge and spin), the calculation gives 72.9 kJ/mol. The HOMO energy is -9.90 eV. The charge is 0. The calculation puts the total energy at -10986.855 eV.

```
22
Properties=species:S:1:pos:R:3:forces:R:3:nbo_charge:R:1
C 1.913141 -1.212429 1.062607 1.0 1.3 -1.0 -0.627
C 0.773531 -2.166017 1.056697 -0.2 -1.2 -0.1 -0.408
C 0.209567 -2.523374 -0.322352 -1.0 -0.3 1.1 -0.208
N -0.483671 -1.439599 -1.014373 0.9 0.4 -0.7 -0.873
H 2.666151 -1.395808 0.280665 -0.1 -0.8 0.2 0.208
H 2.451047 -1.202171 2.006724 -0.1 0.3 0.1 0.216
H 1.656034 -0.205602 0.708036 -0.4 0.1 0.8 0.218
H 1.108167 -3.123918 1.484594 0.1 0.1 -0.2 0.204
H -0.030864 -1.911209 1.752327 -0.1 0.5 -0.2 0.193
H -0.513108 -3.327283 -0.098999 0.3 -0.2 -0.4 0.165
H 1.002867 -2.911819 -0.956157 0.0 0.0 -0.1 0.193
H -1.383316 -1.207293 -0.625730 -0.2 -0.1 0.1 0.370
H -0.590161 -1.695995 -1.995388 -0.2 0.2 0.4 0.370
O 0.380709 4.113261 0.296673 -0.1 -0.4 -0.2 -0.942
H -0.462177 3.687322 0.455412 -0.6 0.3 0.4 0.460
H 0.720660 3.450732 -0.313282 0.6 0.0 -0.2 0.481
O 0.517777 1.389204 -1.363816 0.2 0.1 0.4 -0.991
H 0.263639 1.548478 -2.271470 -0.1 0.0 -0.2 0.469
H 0.278446 0.463003 -1.179892 -0.1 -0.1 -0.1 0.500
O -2.811084 0.914035 0.513255 0.1 -0.4 0.2 -0.941
H -3.322914 0.135209 0.785045 0.3 0.4 0.0 0.468
H -1.957863 0.851551 0.972323 -0.4 0.0 -0.2 0.474
```
Forces are in eV/Å.



The following is a DFT calculation (ωB97M-V/def2-TZVPD) of a molecular structure, C51H41ClCrN5P2.

Its frontier orbital gap (spin up / spin down) is 6.74 / 7.65 eV. As for the spin multiplicity: 4. The HOMO energy (spin up / spin down) is -12.42 / -12.79 eV. The charge is +2. The calculation puts the total energy at -120509.142 eV.

```
101
Properties=species:S:1:pos:R:3:forces:R:3:mulliken_spin:R:1
Cr 0.188632 -0.468794 0.249301 0.3 -0.3 -0.4 3.457
Cl 0.823936 -0.946822 2.867509 -0.2 0.0 0.2 0.016
C 2.494808 -0.481303 3.166388 0.2 0.1 0.0 0.007
C 2.861604 -0.187426 4.464627 -0.1 0.0 0.0 0.003
C 4.181630 0.161035 4.713440 0.1 0.0 -0.1 0.003
C 5.101983 0.205532 3.674868 0.0 0.0 0.1 -0.001
C 4.710226 -0.100643 2.379959 0.0 0.0 0.0 0.005
C 3.392361 -0.452509 2.103060 -0.1 0.0 0.0 -0.030
P 2.775244 -0.842544 0.443058 -0.1 0.1 0.0 0.133
C 2.697606 -2.661025 0.420779 0.0 0.0 0.0 -0.032
C 2.181931 -3.299122 -0.710005 0.0 0.0 0.0 0.017
C 2.035774 -4.676095 -0.737944 0.0 0.0 0.0 -0.004
C 2.389396 -5.432845 0.371519 0.0 0.0 0.0 -0.001
C 2.900988 -4.808401 1.499406 0.0 0.0 0.0 0.001
C 3.056682 -3.429130 1.526502 0.0 0.0 0.0 0.012
C 4.094092 -0.358262 -0.694823 0.0 0.0 0.0 -0.031
C 4.983573 -1.286969 -1.229439 0.0 0.0 0.0 -0.001
C 5.965630 -0.871020 -2.119026 0.0 0.0 0.0 0.000
C 6.065501 0.467800 -2.472097 0.0 0.0 0.0 0.001
C 5.184260 1.398187 -1.935095 0.0 0.0 0.0 0.002
C 4.198377 0.985623 -1.053753 0.0 0.0 0.0 0.011
H 2.135054 -0.236675 5.264503 0.0 0.0 0.0 0.000
H 4.488310 0.393763 5.724047 0.0 0.0 0.0 0.000
H 6.130321 0.473251 3.875746 0.0 0.0 0.0 0.000
H 5.430290 -0.071394 1.571719 0.0 0.0 0.0 0.001
H 1.894509 -2.719856 -1.577881 0.0 0.0 0.0 -0.014
H 1.640594 -5.156561 -1.623593 0.0 0.0 0.0 0.000
H 2.269814 -6.507962 0.354477 0.0 0.0 0.0 0.000
H 3.187271 -5.395158 2.362174 0.0 0.0 0.0 0.000
H 3.468528 -2.959293 2.410589 0.0 0.0 0.0 0.000
H 4.910632 -2.331673 -0.953586 0.0 0.0 0.0 -0.001
H 6.659117 -1.593899 -2.528213 0.0 0.0 0.0 0.000
H 6.834592 0.789313 -3.161936 0.0 0.0 0.0 0.000
H 5.266932 2.442869 -2.204824 0.0 0.0 0.0 0.000
H 3.517575 1.714539 -0.625970 0.0 0.0 0.0 -0.001
C 2.818664 0.949177 -5.603249 0.0 0.0 0.0 -0.008
C 3.204735 -0.161008 -4.865317 0.0 0.0 0.0 0.004
C 2.421617 -0.598552 -3.807715 0.0 0.0 0.0 -0.017
C 1.243466 0.077364 -3.492970 0.0 0.0 0.0 -0.029
C 0.856501 1.193131 -4.236910 0.0 0.0 0.0 -0.022
C 1.646255 1.626285 -5.289814 0.0 0.0 0.0 0.003
P 0.224610 -0.504720 -2.134197 0.0 0.1 0.2 -0.214
C -0.550229 0.834702 -1.257265 0.0 0.2 -0.1 -0.143
C -2.033278 1.094568 -1.125343 0.0 0.1 0.1 0.040
C -2.460115 2.577864 -0.983740 0.2 0.0 0.0 -0.010
C -1.426844 3.505231 -0.303792 0.0 -0.1 0.0 0.007
C -0.000403 3.174214 -0.581683 0.0 0.0 0.0 -0.049
C 0.352221 1.966572 -1.040662 0.0 -0.1 0.0 0.045
C -0.978400 -1.728082 -2.605791 0.0 0.0 -0.1 0.009
C -1.345931 -2.064526 -3.882160 0.0 0.0 0.0 -0.002
C -2.264867 -3.118091 -4.074641 0.0 0.0 0.0 -0.008
C -2.759552 -3.810759 -3.003332 0.0 0.0 0.0 0.002
C -2.370683 -3.495602 -1.676461 0.1 0.1 0.0 -0.001
C -2.807959 -4.230010 -0.547179 0.0 0.0 0.0 0.040
C -2.345930 -3.913964 0.699109 0.0 0.0 0.0 -0.026
C -1.461782 -2.824125 0.886721 0.0 0.0 -0.1 0.044
C -1.025467 -2.056633 -0.171124 0.0 0.0 0.3 -0.145
C -1.468718 -2.425994 -1.471979 -0.1 -0.1 0.0 -0.059
H 3.432060 1.289067 -6.427110 0.0 0.0 0.0 0.000
H 4.118358 -0.686747 -5.108593 0.0 0.0 0.0 0.000
H 2.738631 -1.457528 -3.229004 0.0 0.0 0.0 0.001
H -0.057934 1.719758 -3.991941 0.0 0.0 0.0 -0.002
H 1.345886 2.489200 -5.869311 0.0 0.0 0.0 0.000
H -2.616083 0.569231 -1.881494 0.0 0.0 0.0 0.007
H -3.091794 3.005740 -1.757441 0.0 0.0 0.0 0.000
H -1.636922 4.556314 -0.490445 0.0 0.0 0.0 -0.001
H 0.744180 3.947533 -0.447228 0.0 0.0 0.0 0.008
H 1.401351 1.803120 -1.273679 0.0 0.0 0.0 -0.034
H -0.928731 -1.541335 -4.734649 0.0 0.0 0.0 0.000
H -2.564067 -3.386064 -5.078953 0.0 0.0 0.0 -0.001
H -3.447810 -4.632646 -3.161256 0.0 0.0 0.0 0.000
H -3.497479 -5.053510 -0.688046 0.0 0.0 0.0 0.001
H -2.665750 -4.491038 1.557334 0.0 0.0 0.0 0.000
H -1.158395 -2.598683 1.904243 0.0 0.0 0.0 -0.009
C -3.666522 -0.222736 0.473998 0.0 0.0 0.1 0.005
C -2.611817 0.828024 0.302129 -0.1 0.0 -0.1 -0.093
N -1.513104 0.787735 1.259247 -0.2 -0.2 0.0 0.083
C -1.249186 1.945980 1.700978 0.2 0.1 0.1 0.050
C -2.035443 3.056507 1.081080 0.0 0.0 -0.1 -0.006
N -3.127906 2.311753 0.361928 0.0 0.0 0.0 0.006
C -4.547997 2.721906 0.579558 -0.1 0.0 0.1 -0.001
N -5.012552 2.486733 1.894319 0.0 -0.1 -0.1 0.001
N -5.755596 1.348981 2.138700 0.1 0.1 0.1 0.000
N -6.077513 1.320146 3.359773 0.0 0.1 -0.1 0.000
C -5.585052 2.453763 3.987319 0.0 0.0 0.0 0.000
C -5.721723 2.871809 5.310209 0.0 0.0 0.1 0.000
C -5.162473 4.083663 5.646986 0.0 -0.1 0.0 0.000
C -4.501289 4.871948 4.688283 0.0 0.0 -0.1 0.000
C -4.358880 4.466597 3.375653 0.0 0.1 0.0 0.000
C -4.902095 3.223103 3.049037 -0.1 0.0 0.0 0.000
H -3.276720 -1.171596 0.113418 0.0 0.0 0.0 -0.006
H -4.555757 0.022716 -0.104429 0.0 0.0 0.0 0.000
H -3.950287 -0.333917 1.518628 0.0 0.0 0.0 -0.002
H -0.438625 2.116582 2.402292 0.0 0.0 0.0 -0.022
H -2.377839 3.833950 1.755477 0.0 0.0 0.0 0.004
H -5.167952 2.161353 -0.116493 0.0 0.0 0.0 0.000
H -4.597903 3.784924 0.335013 0.0 0.0 0.0 0.000
H -6.259029 2.264112 6.025456 0.0 0.0 0.0 0.000
H -5.245996 4.453350 6.659354 0.0 0.0 0.0 0.000
H -4.107464 5.835045 4.984577 0.0 0.0 0.0 0.000
H -3.894459 5.121622 2.649102 0.0 0.0 0.0 0.000
```
Forces are in eV/Å.